DFT (ωB97M-V/def2-TZVPD) results for a 3-piece molecular cluster, C10H18NO overall at a distorted geometry.

Values from the calculation:
- E: -521.2457 a.u.
- LUMO (spin up / spin down): -0.254 / -0.254 hartree
- Total charge: +1
- ΔE to the lowest compared entry with this formula, charge and spin: 889.0 kJ/mol
- 2S+1: 1
- Frontier orbital gap (spin up / spin down): 3.1401 / 3.1315 eV

Each atom is followed by the atoms it is bonded to, with distances in Å.
Positions of all 30 atoms, in Å:
1 O -7.6050 -0.1655 -0.0088  C10 1.337
2 N 2.4965 1.4366 -0.4506  C3 1.414, C6 1.279
3 C 1.7099 0.5930 -1.2687  N2 1.414, C5 1.610, C8 1.496, H20 1.092
4 C 5.4575 -0.0578 2.0362  C11 1.338, H13 1.036, H25 1.132
5 C 0.5211 0.0044 -0.3555  C3 1.610, H23 1.122, H26 0.992, H29 1.094
6 C 3.6257 1.0647 0.0210  N2 1.279, C7 1.378, H19 1.163
7 C 4.0526 -0.2455 0.0197  C6 1.378, C11 1.432, C12 1.438
8 C 2.5353 -0.4841 -1.8976  C3 1.496, C12 1.573, H14 1.107, H24 1.006
9 C -7.0353 2.1804 0.1295  H15 1.102, H27 1.085, H28 1.127
10 C -7.1661 -1.0491 0.8929  O1 1.337, H18 1.022, H22 1.101, H30 1.117
11 C 5.0284 -0.7193 0.9547  C4 1.338, C7 1.432, H17 1.096
12 C 3.3529 -1.2193 -0.7731  C7 1.438, C8 1.573, H16 1.081, H21 1.231
13 H 6.0364 -0.4951 2.7757  C4 1.036
14 H 3.1897 -0.1273 -2.7157  C8 1.107
15 H -8.0651 2.5357 -0.0345  C9 1.102
16 H 2.6797 -1.7680 -0.1298  C12 1.081
17 H 5.5488 -1.6472 0.6926  C11 1.096
18 H -7.2739 -0.9007 1.8982  C10 1.022
19 H 4.4288 1.8329 0.3636  C6 1.163
20 H 1.2582 1.1989 -2.0572  C3 1.092
21 H 4.1264 -2.0642 -1.2231  C12 1.231
22 H -6.1193 -1.3407 0.7183  C10 1.101
23 H 0.9246 -0.6412 0.4689  C5 1.122
24 H 1.7680 -0.9927 -2.3039  C8 1.006
25 H 5.2871 1.0580 2.1228  C4 1.132
26 H 0.0920 0.7654 0.1139  C5 0.992
27 H -6.6273 2.0796 1.1302  C9 1.085
28 H -6.4976 1.7829 -0.7775  C9 1.127
29 H -0.0668 -0.5791 -1.0704  C5 1.094
30 H -7.6630 -2.0356 0.7281  C10 1.117

Atomic partial charges in e from the natural (NBO) method, atoms 1 to 5: atom 1 (O): -0.604, atom 2 (N): -0.138, atom 3 (C): -0.098, atom 4 (C): -0.091, atom 5 (C): -0.563

=====

DFT (ωB97M-V/def2-TZVPD) results for a 2-piece molecular cluster, C10H18NO3P overall at a distorted geometry.

Values from the calculation:
- E: -1013.4770 a.u.
- LUMO (spin up / spin down): -0.045 / -0.025 hartree
- Total charge: 0
- ΔE to the lowest compared entry with this formula, charge and spin: 467.1 kJ/mol
- 2S+1: 1
- Frontier orbital gap (spin up / spin down): 6.3629 / 7.1520 eV

Each atom is followed by the atoms it is bonded to, with distances in Å.
Positions of all 33 atoms, in Å:
1 P -1.3009 1.3598 -0.1104  O2 1.644, O3 1.485, O4 1.626
2 O -0.1877 2.4762 0.3562  P1 1.644, C7 1.373
3 O -2.1725 1.7992 -1.2302  P1 1.485
4 O -2.0520 1.3890 1.3316  P1 1.626, C15 1.412
5 N -0.4602 -2.1116 -0.9777  C6 1.418, C9 1.481, C10 1.327
6 C -0.2711 -3.4624 -0.5912  N5 1.418, C14 1.364, H30 1.033
7 C 0.6509 2.9877 -0.6029  O2 1.373, C8 1.577, H20 1.039, H26 1.048
8 C -0.1268 4.1015 -1.4045  C7 1.577, H19 1.006, H28 1.131, H33 1.067
9 C -1.7710 -1.7771 -1.5792  N5 1.481, H16 1.175, H24 1.093, H27 1.104
10 C 0.5269 -1.2643 -0.7140  N5 1.327, C13 1.331
11 C -0.3835 0.1027 2.7944  C15 1.541, H22 1.012, H23 1.169, H32 1.047
12 C 2.2345 -3.0497 -0.7990  C13 1.525, C14 1.523, H17 1.081, H18 1.077
13 C 1.7976 -1.6141 -0.5270  C10 1.331, C12 1.525, H29 1.048
14 C 1.0107 -3.9297 -0.5803  C6 1.364, C12 1.523, H21 1.098
15 C -1.4623 1.1855 2.5987  O4 1.412, C11 1.541, H25 1.103, H31 1.132
16 H -1.8740 -0.6458 -1.2773  C9 1.175
17 H 2.8633 -3.0334 -1.6778  C12 1.081
18 H 2.9378 -3.4790 -0.1057  C12 1.077
19 H 0.6071 4.7518 -1.6301  C8 1.006
20 H 1.1034 2.3553 -1.2927  C7 1.039
21 H 1.3997 -4.9341 -0.3676  C14 1.098
22 H 0.2001 0.2856 3.6006  C11 1.012
23 H 0.4345 -0.0138 1.9670  C11 1.169
24 H -2.4121 -2.4176 -0.9677  C9 1.093
25 H -1.1042 2.2079 2.8050  C15 1.103
26 H 1.5366 3.3847 -0.2080  C7 1.048
27 H -1.6658 -1.8803 -2.6735  C9 1.104
28 H -0.8952 4.6021 -0.7420  C8 1.131
29 H 2.3658 -0.8074 -0.1736  C13 1.048
30 H -1.1899 -3.9029 -0.4223  C6 1.033
31 H -2.2294 1.1591 3.4302  C15 1.132
32 H -0.8691 -0.8239 2.8356  C11 1.047
33 H -0.6697 3.6770 -2.2192  C8 1.067

Atomic partial charges in e from the natural (NBO) method, atoms 1 to 5: atom 1 (P): 2.009, atom 2 (O): -0.786, atom 3 (O): -1.040, atom 4 (O): -0.807, atom 5 (N): -0.454

=====

DFT (ωB97M-V/def2-TZVPD) results for a 3-piece molecular cluster, C10H18NO9 overall at a distorted geometry.

Values from the calculation:
- E: -1123.7277 a.u.
- LUMO: 0.087 hartree
- Total charge: -1
- 2S+1: 1
- Frontier orbital gap: 6.7017 eV

Each atom is followed by the atoms it is bonded to, with distances in Å.
Positions of all 38 atoms, in Å:
1 O 1.9227 -2.9602 -0.0964  C20 1.269
2 O -3.7514 -0.8265 3.2707  C12 1.434, C13 1.345
3 O -2.0409 -2.3310 -1.5053  N10 1.387, H36 0.992
4 O 0.7473 -0.9451 0.0667  C16 1.450, C20 1.466
5 O 4.0002 1.4032 -1.0563  C11 1.439, C17 1.339
6 O -0.4105 0.1282 -1.6114  C16 1.261
7 O -3.0310 -2.1436 1.6400  C13 1.211
8 O 1.8042 -1.7743 -2.0558  C20 1.388
9 O 5.1157 2.7993 0.2541  C17 1.214
10 N -1.6790 -1.5269 -0.4344  O3 1.387, C16 1.469, H24 1.039
11 C 3.6459 0.8929 -2.3543  O5 1.439, C14 1.514, H22 1.094, H33 1.094
12 C -4.2576 0.4253 3.7529  O2 1.434, C18 1.515, H23 1.093, H37 1.092
13 C -3.6283 -1.1430 1.9690  O2 1.345, O7 1.211, C15 1.502
14 C 4.4891 -0.3121 -2.7137  C11 1.514, H27 1.092, H29 1.094, H35 1.092
15 C -4.3203 -0.2920 0.9427  C13 1.502, H21 1.092, H26 1.088, H34 1.092
16 C -0.4582 -0.7597 -0.7169  O4 1.450, O6 1.261, N10 1.469
17 C 4.9881 2.2800 -0.8358  O5 1.339, O9 1.214, C19 1.504
18 C -5.7696 0.3992 3.8501  C12 1.515, H31 1.093, H32 1.093, H38 1.092
19 C 5.9899 2.5378 -1.9274  C17 1.504, H25 1.091, H28 1.092, H30 1.088
20 C 1.5225 -1.9207 -0.7049  O1 1.269, O4 1.466, O8 1.388
21 H -3.7311 -0.3148 0.0230  C15 1.092
22 H 2.5979 0.5876 -2.2890  C11 1.094
23 H -3.8367 0.5605 4.7525  C12 1.093
24 H -1.4886 -2.1949 0.3382  N10 1.039
25 H 6.8342 1.8568 -1.8084  C19 1.091
26 H -4.4034 0.7556 1.2257  C15 1.088
27 H 4.1750 -0.7286 -3.6729  C14 1.092
28 H 6.3432 3.5673 -1.8358  C19 1.092
29 H 5.5509 -0.0562 -2.7780  C14 1.094
30 H 5.5783 2.4446 -2.9303  C19 1.088
31 H -6.0965 -0.4299 4.4831  C18 1.093
32 H -6.1442 1.3342 4.2732  C18 1.093
33 H 3.6919 1.6798 -3.1127  C11 1.094
34 H -5.3123 -0.7026 0.7446  C15 1.092
35 H 4.3943 -1.0844 -1.9471  C14 1.092
36 H -2.9097 -2.7165 -1.2206  O3 0.992
37 H -3.8899 1.2582 3.1490  C12 1.092
38 H -6.2324 0.2526 2.8719  C18 1.092

Atomic partial charges in e from the natural (NBO) method, atoms 1 to 5: atom 1 (O): -0.715, atom 2 (O): -0.508, atom 3 (O): -0.547, atom 4 (O): -0.576, atom 5 (O): -0.488

=====

DFT (ωB97M-V/def2-TZVPD) results for an isolated ion of composition C10H18NS and charge +1 at a distorted geometry.

Values from the calculation:
- E: -844.3911 a.u.
- LUMO: -0.105 hartree
- SMILES string: C=C1C[C@H]2CCCCC[N@+]1(C)S2
- Total charge: +1
- ΔE to the lowest compared entry with this formula, charge and spin: 234.6 kJ/mol
- 2S+1: 1
- Frontier orbital gap: 10.3365 eV

Each atom is followed by the atoms it is bonded to, with distances in Å.
Positions of all 30 atoms, in Å:
1 S -0.6210 -1.7109 1.1772  N2 1.812, C5 1.825
2 N -1.3475 -0.1826 0.5296  S1 1.812, C4 1.435, C6 1.463, C7 1.834
3 C 0.3476 1.8064 0.6610  C6 1.547, C9 1.547, H18 1.105, H24 1.104
4 C -2.7714 -0.2234 0.6992  N2 1.435, H17 1.174, H19 1.049, H23 1.023
5 C 0.6570 -1.9951 -0.0939  S1 1.825, C11 1.523, C12 1.580, H20 1.151
6 C -0.7974 0.9584 1.2623  N2 1.463, C3 1.547, H14 1.113, H27 1.100
7 C -0.8582 -0.3274 -1.2318  N2 1.834, C8 1.317, C11 1.573
8 C -1.2870 0.6256 -2.0336  C7 1.317, H22 1.103, H29 1.069
9 C 1.7778 1.2313 0.7966  C3 1.547, C10 1.618, H13 1.135, H26 1.137
10 C 2.2124 0.1029 -0.2777  C9 1.618, C12 1.439, H15 1.053, H16 1.062
11 C -0.0689 -1.6787 -1.3950  C5 1.523, C7 1.573, H28 1.118, H30 1.124
12 C 2.0018 -1.2295 0.2239  C5 1.580, C10 1.439, H21 1.115, H25 1.090
13 H 2.3718 2.1457 0.4817  C9 1.135
14 H -1.6020 1.6738 1.5433  C6 1.113
15 H 3.2475 0.2938 -0.2871  C10 1.053
16 H 1.5821 0.4560 -1.0567  C10 1.062
17 H -3.1203 0.7056 0.0711  C4 1.174
18 H 0.0195 2.0240 -0.3713  C3 1.105
19 H -3.2607 -0.1666 1.6252  C4 1.049
20 H 0.9528 -3.1072 -0.0779  C5 1.151
21 H 2.7132 -1.9337 -0.2673  C12 1.115
22 H -2.0178 1.3209 -1.5879  C8 1.103
23 H -3.1999 -0.9986 0.1863  C4 1.023
24 H 0.2152 2.7717 1.1803  C3 1.104
25 H 2.1439 -1.2688 1.3039  C12 1.090
26 H 2.2096 1.1443 1.8450  C9 1.137
27 H -0.3545 0.6453 2.2195  C6 1.100
28 H -0.7987 -2.3344 -1.9319  C11 1.118
29 H -1.0544 0.5593 -3.0749  C8 1.069
30 H 0.7076 -1.3083 -2.1190  C11 1.124

Atomic partial charges in e from the natural (NBO) method, atoms 1 to 5: atom 1 (S): 0.438, atom 2 (N): -0.400, atom 3 (C): -0.419, atom 4 (C): -0.417, atom 5 (C): -0.349